The following is a quantum chemistry calculation of a structure of composition C33H28Cl4MgN5O4S in a non-equilibrium geometry, from the OMol25 dataset.

Structure (XYZ):
```
76
Properties=species:S:1:pos:R:3:forces:R:3
C -3.7053 1.1834 3.3426 0.1 0.0 -0.1
C 0.7757 -2.9943 3.1759 0.0 0.3 -0.2
C 3.6055 -1.4051 0.1920 0.0 0.0 0.1
N -0.8728 -2.5937 -0.0081 -0.2 -0.6 -0.1
N 0.3482 -0.3830 -2.0254 0.7 0.2 -0.1
C 1.5537 -0.0586 -2.5284 -0.4 -0.3 -0.4
C -1.1315 4.7572 0.7258 0.0 -0.1 -0.1
C -1.2910 3.6385 -0.3042 0.1 0.1 0.2
H 0.3261 -0.7399 -4.7073 -0.1 0.0 0.0
N -2.0432 0.0519 -0.9450 -0.3 0.3 0.1
C -0.7407 -0.3128 -2.8972 -0.2 0.1 -0.3
H -0.7873 4.3469 1.6726 0.0 0.0 0.1
H 3.5366 1.6195 -0.1524 0.0 -0.1 -0.1
H -1.9997 2.8961 0.0641 -0.1 0.0 0.0
H -4.1113 0.1053 -2.7556 0.0 0.0 0.0
H -0.4131 5.5053 0.3771 0.0 0.0 0.0
C -1.7578 -0.5333 -5.0834 -0.1 0.0 0.1
H -1.9350 -2.7160 -1.7492 0.0 0.0 0.0
H -0.0853 2.3193 -1.5355 0.0 0.1 0.0
H 2.8394 3.0790 -0.8257 0.0 0.0 0.0
C 2.1260 2.5707 1.1497 -0.1 -0.5 -0.2
H -2.0860 5.2589 0.8953 0.0 0.0 0.0
H 5.7350 -1.6421 0.3369 0.0 0.0 0.0
C 0.3434 -2.3549 2.0020 0.2 -0.3 0.2
O -0.2996 1.9668 1.8555 -0.3 0.1 0.4
H 2.4456 1.9843 2.0141 0.0 0.0 0.0
O -4.2583 0.7573 -0.7523 0.1 0.0 0.0
H 4.8782 2.9517 1.4540 0.0 0.0 0.0
C 0.0222 2.9459 -0.6466 0.0 -0.3 -0.1
H 0.7286 -4.6960 4.4753 0.0 0.0 0.0
H 3.3951 -1.7957 1.1814 -0.1 0.0 0.0
C -1.8662 -0.3027 3.0432 0.0 -0.1 0.1
C 0.3756 -4.2793 3.5420 -0.2 -0.2 -0.2
H 0.8127 3.6754 -0.8252 0.1 0.0 0.0
C -2.1645 -4.5141 -0.5471 0.0 -0.1 0.1
H 4.1069 0.0672 -3.2634 0.0 0.0 0.0
C 4.0213 -0.3670 -2.2774 0.0 0.1 0.0
H -1.7059 4.0498 -1.2264 0.0 -0.1 -0.1
N 2.5508 -1.0211 -0.5198 -0.2 0.0 0.2
H -1.0561 -0.8961 3.4476 0.0 0.1 0.0
C 2.7502 -0.5000 -1.7198 0.2 0.1 0.0
C 4.4139 3.4383 0.5942 -0.1 -0.1 0.0
O 1.7971 0.4839 -3.6141 0.2 0.2 0.1
C -0.6393 -0.5450 -4.2686 -0.1 -0.1 0.0
H 4.1007 4.4396 0.8982 0.0 0.0 0.0
H -2.1508 -6.1248 0.8561 0.0 0.0 0.0
Mg -0.2948 -0.6002 -0.0410 0.3 -0.3 0.2
C -3.0056 -0.2870 -4.5352 0.1 0.0 0.0
S 0.5564 1.7575 0.6661 0.4 1.3 0.0
C 3.2169 2.6294 0.0953 0.0 0.1 0.0
C -0.4658 -5.0063 2.7399 0.2 0.1 0.2
Cl -4.4299 -0.2445 -5.5317 -0.1 0.0 0.0
Cl -0.9739 -6.5951 3.2476 0.0 -0.1 0.0
O 0.6266 -1.1624 1.6679 0.4 -0.1 0.0
H -2.8320 -4.9970 -1.2473 0.0 0.0 0.0
C -1.7910 -5.1337 0.6150 0.0 0.0 -0.1
H -4.6523 1.7211 1.4688 0.0 0.0 0.0
N -2.0074 -0.3107 1.7196 -0.1 0.2 0.0
C -3.1353 -0.0721 -3.1731 0.0 0.0 0.0
C -2.0187 -0.0843 -2.3306 -0.1 0.0 -0.3
C -3.8728 1.1666 1.9713 0.0 0.0 0.0
C -1.6712 -3.2309 -0.8320 0.1 0.0 0.0
Cl -1.5654 -0.8385 -6.7839 0.0 0.0 -0.1
H 5.1657 3.5398 -0.1892 0.0 0.0 0.0
C -3.1589 0.4157 -0.2990 0.0 0.0 -0.2
H -2.5112 0.4008 4.9591 0.0 0.0 0.0
C -0.5003 -3.1747 1.1522 -0.1 -0.3 0.2
C -2.6832 0.4229 3.8913 -0.1 0.0 0.0
C -0.9268 -4.4757 1.5165 0.1 0.2 -0.2
Cl 1.8294 -2.1115 4.2455 0.0 0.0 0.0
C -2.9944 0.4126 1.1998 -0.2 0.1 0.2
H 1.8207 3.5619 1.4916 -0.1 0.0 0.0
H -4.3556 1.7783 3.9721 0.0 0.0 0.0
H 6.1183 -0.7005 -1.9509 0.0 0.0 0.0
C 5.1172 -0.7867 -1.5462 -0.1 0.0 0.1
C 4.9074 -1.3115 -0.2769 0.0 0.0 0.0
```
Positions in Å, forces in eV/Å.

The HOMO energy is -0.1678 Eh. The value obtained for the LUMO energy is 2.3 eV. The charge is -1. The value obtained for the orbital gap is 6.869 eV.